*one*
Here is one molecule with the formula C3H5N3OS from the Open Molecules 2025 dataset. Energies are from the ωB97M-V functional and the def2-TZVPD basis.

Values from the calculation:
frontier orbital gap (spin up / spin down) = 8.07 / 8.07 eV
LUMO level (spin up / spin down) = 0.271 / 0.271 eV

```
! wB97M-V def2-TZVPD RIJCOSX def2/J DEFGRID3
* xyz 0 1
C 1.3269 0.7450 -0.4978
C 0.2843 -1.2306 0.7932
C -2.0277 -0.7176 -0.3838
N -1.3124 0.4640 1.4182
N -1.0871 -0.4187 0.6666
N 2.2567 1.7029 -0.6802
O 0.1617 -2.4087 1.0587
S 1.6830 -0.2953 0.8704
H -1.6264 -0.1379 -1.3458
H -1.9903 -1.8516 -0.4767
H -2.8834 -0.2144 0.0640
H 2.1071 2.4705 -1.2981
H 3.1076 1.8925 -0.1886
*
```

Population analysis type natural (NBO), resulting atomic charges in e: number 1, C, carries -0.08; number 2, C, carries 0.42; number 3, C, carries -0.47; number 4, N, carries -0.22; number 5, N, carries -0.12; number 6, N, carries -0.76; number 7, O, carries -0.51; number 8, S, carries 0.28; number 9, H, carries 0.23; number 10, H, carries 0.22; number 11, H, carries 0.24; number 12, H, carries 0.39; number 13, H, carries 0.37

***

*two*
Here is a 2-piece molecular cluster, C3H5N3OS overall from the Open Molecules 2025 dataset. Energies are from the ωB97M-V functional and the def2-TZVPD basis.

Values from the calculation:
frontier orbital gap = 8.03 eV
LUMO level = 0.023 eV

```
! wB97M-V def2-TZVPD RIJCOSX def2/J DEFGRID3
* xyz 0 1
C -0.4790 0.0977 -0.2232
C 0.5127 -1.8768 0.4872
C 0.5877 -0.4356 0.6179
H 0.3024 3.5102 -0.4096
H -1.5233 1.7384 -1.1080
H -0.9991 -2.9715 -0.3935
H 0.9480 -2.6411 1.0959
H 1.1384 1.6015 1.3701
N -0.8138 1.4882 -0.3502
N -1.0321 -0.9737 -0.9071
N -0.4590 -2.0748 -0.4618
O 1.2678 0.2880 1.4517
S 0.5494 2.2495 -1.1694
*
```

Population analysis type natural (NBO), resulting atomic charges in e: number 1, C, carries 0.17; number 2, C, carries -0.16; number 3, C, carries 0.22; number 4, H, carries 0.13; number 5, H, carries 0.41; number 6, H, carries 0.41; number 7, H, carries 0.22; number 8, H, carries 0.51; number 9, N, carries -0.74; number 10, N, carries -0.28; number 11, N, carries -0.32; number 12, O, carries -0.67; number 13, S, carries 0.12

***

Most stable: *two* (next structure +0.811 eV)

***

*one*
Here is one molecule with the formula C3H5N3OS from the Open Molecules 2025 dataset. Energies are from the ωB97M-V functional and the def2-TZVPD basis.

Values from the calculation:
SMILES = [H]/N=C/NC(=S)NC=O
frontier orbital gap = 8.47 eV
LUMO level = 0.114 eV

```
! wB97M-V def2-TZVPD RIJCOSX def2/J DEFGRID3
* xyz 0 1
C 1.4709 -1.3160 -0.9122
C -0.3952 -0.1466 0.3140
C -1.6725 1.8374 1.2060
H 1.6215 -3.1137 -1.4954
H 2.5048 -1.0289 -1.1885
H 1.3250 0.6514 -0.4100
H -0.6260 1.7154 -0.5162
H -1.9192 2.8362 0.8438
N 0.9340 -2.4475 -1.0696
N 0.8039 -0.2122 -0.3807
N -0.8453 1.1829 0.2939
O -2.0344 1.4166 2.2776
S -1.1675 -1.3751 1.0371
*
```

Population analysis type natural (NBO), resulting atomic charges in e: number 1, C, carries 0.27; number 2, C, carries 0.21; number 3, C, carries 0.54; number 4, H, carries 0.35; number 5, H, carries 0.15; number 6, H, carries 0.40; number 7, H, carries 0.39; number 8, H, carries 0.11; number 9, N, carries -0.63; number 10, N, carries -0.63; number 11, N, carries -0.66; number 12, O, carries -0.52; number 13, S, carries 0.02

***

*two*
Here is one molecule with the formula C3H5N3OS from the Open Molecules 2025 dataset. Energies are from the ωB97M-V functional and the def2-TZVPD basis.

Values from the calculation:
SMILES = [H]/N=C(/C=O)NC(N)=S
frontier orbital gap = 7.91 eV
LUMO level = -0.877 eV

```
! wB97M-V def2-TZVPD RIJCOSX def2/J DEFGRID3
* xyz 0 1
C 1.0556 0.2208 0.0633
C -1.3525 -0.7356 0.0808
C -2.2338 0.5150 -0.0276
H 1.6660 1.9965 0.2611
H -0.1088 1.8440 -0.0160
H 0.3024 -1.6205 -0.2765
H -1.3220 -2.6342 0.1920
H -3.2316 0.2211 0.1480
N 0.7313 1.4606 0.3836
N 0.0158 -0.7002 -0.0830
N -1.9952 -1.8257 0.1063
O -1.8341 1.6566 -0.2759
S 2.5805 -0.3502 -0.1030
*
```

Population analysis type natural (NBO), resulting atomic charges in e: number 1, C, carries 0.27; number 2, C, carries 0.32; number 3, C, carries 0.42; number 4, H, carries 0.42; number 5, H, carries 0.43; number 6, H, carries 0.41; number 7, H, carries 0.34; number 8, H, carries 0.16; number 9, N, carries -0.80; number 10, N, carries -0.62; number 11, N, carries -0.60; number 12, O, carries -0.52; number 13, S, carries -0.21

***

Most stable: *one* (next structure +0.194 eV)

***

*one*
Here is one molecule with the formula C3H4N4O2 from the Open Molecules 2025 dataset. Energies are from the ωB97M-V functional and the def2-TZVPD basis.

Values from the calculation:
SMILES = Cc1n[nH]c([N+](=O)[O-])n1
frontier orbital gap = 9.31 eV
LUMO level = -1.312 eV

```
! wB97M-V def2-TZVPD RIJCOSX def2/J DEFGRID3
* xyz 0 1
C 0.9155 -0.0771 0.0038
C -1.2226 0.0160 0.0658
C 2.2977 -0.6077 -0.1538
N -0.0869 -0.8448 -0.2946
N 0.6413 1.1741 0.2359
N -0.6826 1.2094 0.3352
N -2.6235 -0.1678 -0.0705
O -2.9879 -1.3314 -0.3174
O -3.3268 0.8146 0.0003
H 2.5276 -1.4694 -0.8865
H 3.0794 0.1942 -0.3240
H 2.5315 -0.9572 0.8294
H -1.0626 2.0472 0.5765
*
```

Population analysis type natural (NBO), resulting atomic charges in e: number 1, C, carries 0.30; number 2, C, carries 0.34; number 3, C, carries -0.66; number 4, N, carries -0.39; number 5, N, carries -0.26; number 6, N, carries -0.28; number 7, N, carries 0.49; number 8, O, carries -0.33; number 9, O, carries -0.36; number 10, H, carries 0.25; number 11, H, carries 0.24; number 12, H, carries 0.23; number 13, H, carries 0.43

***

*two*
Here is a 2-piece molecular cluster, C3H4N4O2 overall from the Open Molecules 2025 dataset. Energies are from the ωB97M-V functional and the def2-TZVPD basis.

Values from the calculation:
frontier orbital gap = 6.84 eV
LUMO level = -1.322 eV

```
! wB97M-V def2-TZVPD RIJCOSX def2/J DEFGRID3
* xyz 0 1
C -0.7581 0.1052 -0.0485
C 0.5988 -1.6966 0.1249
C 1.5000 -0.5053 0.0015
H -3.8315 0.3616 -0.2133
H -2.6967 -1.1464 -0.0295
H 1.0573 -2.7622 0.4978
H 1.8723 2.0888 1.0293
N -2.8517 -0.0517 0.0444
N -1.8356 0.7664 0.1031
N -0.6700 -1.2606 -0.1253
N 0.5395 0.6083 -0.1468
O 2.7233 -0.2591 -0.0722
O 0.9365 1.9592 -0.0378
*
```

Population analysis type natural (NBO), resulting atomic charges in e: number 1, C, carries 0.35; number 2, C, carries 0.00; number 3, C, carries 0.53; number 4, H, carries 0.39; number 5, H, carries 0.41; number 6, H, carries 0.25; number 7, H, carries 0.44; number 8, N, carries -0.61; number 9, N, carries -0.14; number 10, N, carries -0.43; number 11, N, carries -0.15; number 12, O, carries -0.57; number 13, O, carries -0.48

***

Most stable: *one* (next structure +2.519 eV)